Record 1
{
  "formula": "C2H6NO3",
  "method": "the ωB97M-V functional and the def2-TZVPD basis",
  "homo_ha": -0.142,
  "total_charge": -1,
  "e_lumo_ev": 4.142,
  "symbols": ["O", "C", "O", "C", "N", "H", "H", "H", "H", "H", "H", "O"],
  "positions_angstrom": [[-0.067389, 2.201568, -0.091357], [0.133241, 0.966156, -0.091532], [0.862527, 0.281542, -0.831911], [-0.733273, 0.187064, 0.968285], [0.050454, -0.712271, 1.812004], [-1.349940, -0.423082, 0.297192], [-1.378023, 0.858827, 1.530617], [0.591834, -1.283168, 1.165976], [0.774733, -0.168561, 2.268662], [-0.465893, -2.051562, -2.404162], [0.222543, -1.272096, -1.417717], [-0.191494, -2.175279, -1.479863]],
  "forces_ev_per_angstrom": [[0.464, -0.150, -0.388], [-1.582, 1.224, 1.428], [0.636, -0.577, -0.625], [0.514, -0.196, -1.454], [0.187, -0.269, 0.115], [-0.286, -0.178, 0.452], [0.223, 0.045, 0.137], [-0.164, -0.131, -0.009], [-0.067, 0.193, 0.160], [-0.252, -0.736, 0.255], [0.249, -0.114, 1.200], [0.077, 0.890, -1.271]],
  "mulliken_charge": [-0.7426, 0.5984, -0.7950, -0.4642, -0.6728, 0.2452, 0.2664, 0.3207, 0.2447, 0.2859, 0.3702, -0.6569]
}

---

Record 2
{
  "formula": "C17H27N4O9P2Tb",
  "method": "the ωB97M-V functional and the def2-TZVPD basis",
  "multiplicity": 7,
  "homo_ha": [-0.232, -0.302],
  "e_lumo_ev": [-0.933, -0.589],
  "symbols": ["C", "C", "N", "C", "C", "C", "C", "P", "Tb", "P", "C", "O", "O", "H", "H", "H", "C", "C", "H", "H", "H", "H", "C", "C", "H", "H", "H", "H", "H", "H", "H", "H", "H", "H", "H", "H", "H", "H", "H", "H", "H", "H", "O", "N", "O", "C", "C", "C", "C", "O", "C", "C", "N", "O", "O", "N", "O", "O", "H", "H"],
  "positions_angstrom": [[-0.641242, 2.871421, -3.537273], [-0.089621, 2.010952, -2.557211], [-0.926271, 1.164632, -1.833317], [-2.198142, 1.003276, -2.268140], [-2.729856, 1.731455, -3.324053], [-1.942252, 2.685160, -3.964142], [1.317483, 2.037875, -2.330927], [2.337335, 0.708373, -1.804120], [-0.143156, 0.181843, 0.335439], [-2.940669, -0.155184, 0.208974], [-3.092125, -0.043104, -1.621197], [1.220819, 4.499063, -0.225454], [1.791699, 3.082480, 2.465485], [0.013188, 3.639720, -3.960297], [-3.766621, 1.547652, -3.593478], [-2.348863, 3.260661, -4.790684], [3.163628, 0.201405, -3.332723], [3.630955, 1.218869, -0.649860], [-4.140681, 0.208293, -1.836130], [-2.880914, -1.055563, -2.017043], [1.080843, 3.818464, -0.884015], [1.823405, 2.901681, -2.791021], [-3.738866, -1.761349, 0.499430], [-4.185243, 1.025429, 0.798717], [-0.751961, 1.888653, 1.650193], [1.746900, 2.125677, 2.244988], [1.511373, 3.480256, 1.625104], [0.396081, 5.014801, -0.211189], [1.693265, -0.339609, -1.078602], [-1.485011, 1.755140, 1.519157], [3.934995, 0.936688, -3.614864], [3.626813, -0.785202, -3.224449], [2.421970, 0.164453, -4.142357], [4.541300, 1.475535, -1.213689], [3.275413, 2.072247, -0.057139], [3.834759, 0.378001, 0.029366], [-5.192910, 0.670200, 0.550425], [-4.076142, 1.108415, 1.888059], [-4.008943, 2.012371, 0.356051], [-4.832016, -1.654089, 0.475043], [-3.416648, -2.496720, -0.248285], [-3.414213, -2.104853, 1.490487], [1.365227, -6.253029, 3.942552], [1.947367, -5.161629, 4.125773], [2.835394, -4.992879, 4.987538], [1.545282, -4.044792, 3.296525], [0.562833, -4.237359, 2.309572], [-0.060402, -3.115670, 1.748606], [0.198065, -1.837932, 2.363416], [-0.605120, -0.827786, 2.249822], [1.509475, -1.676493, 2.941907], [2.144578, -2.792376, 3.493442], [2.209785, -0.492317, 2.602022], [3.288983, -0.199931, 3.096399], [1.729899, 0.230380, 1.593073], [-0.669233, -3.104345, 0.460832], [-1.182479, -4.090130, -0.052073], [-0.616922, -1.975995, -0.206947], [0.297252, -5.241414, 1.987321], [3.080160, -2.671770, 4.034961]],
  "forces_ev_per_angstrom": [[-0.237, 0.134, -0.271], [-0.434, -0.419, 0.499], [0.613, 0.216, -0.803], [-0.580, -0.002, -0.404], [-0.148, -0.448, 0.404], [0.525, 0.282, 0.322], [-0.561, -0.194, 1.130], [0.363, 2.183, -0.797], [0.302, -2.322, 1.007], [-0.185, -0.220, -0.469], [-0.086, 0.214, -0.055], [-0.481, 0.530, 0.471], [-0.505, -0.735, -0.798], [-0.302, -0.402, -0.080], [0.269, 0.097, -0.126], [0.085, 0.053, 0.173], [0.083, -1.125, -0.194], [0.195, -0.256, 0.085], [0.250, -0.216, -0.205], [0.054, 0.518, 0.110], [-0.018, -0.472, -0.457], [0.203, -0.721, 0.245], [0.080, -0.178, 0.393], [-0.167, 0.148, 0.163], [-0.370, 0.587, 0.481], [0.392, 0.387, 0.515], [0.217, 0.400, 0.201], [0.461, -0.206, 0.015], [0.209, 0.045, -0.929], [0.251, 0.144, 0.075], [-0.347, -0.139, 0.403], [0.113, 0.140, -0.140], [0.159, -0.055, 0.351], [-0.352, 0.009, 0.230], [0.174, -0.278, -0.112], [0.048, 0.355, -0.094], [0.140, 0.236, 0.083], [-0.184, 0.032, -0.214], [-0.079, -0.122, 0.081], [0.282, -0.069, 0.019], [0.053, 0.181, 0.268], [-0.221, -0.101, -0.225], [1.015, 1.774, 0.356], [0.632, -1.694, 0.734], [-1.520, -0.165, -1.528], [-0.383, 0.671, -0.182], [-0.254, -0.231, 0.071], [0.811, 0.648, -0.033], [0.824, -0.310, -0.457], [-0.470, 0.508, -0.482], [-0.245, -0.328, -1.089], [0.018, 0.209, 0.245], [-1.485, -1.451, 0.981], [1.463, 0.490, 0.476], [-0.623, 0.739, -1.384], [0.515, 0.072, 2.496], [-0.696, -1.401, -0.769], [0.379, 2.157, -0.839], [0.031, 0.240, 0.114], [-0.279, -0.143, -0.061]],
  "mulliken_spin": [-0.0024, 0.0004, 0.0285, -0.0036, -0.0025, 0.0006, 0.0038, -0.0032, 4.0163, 0.0122, -0.0029, -0.0003, 0.0039, -0.0001, 0.0000, 0.0000, 0.0015, -0.0063, -0.0001, 0.0004, 0.0001, 0.0008, 0.0056, -0.0003, 0.0178, -0.0007, 0.0010, 0.0001, 0.0347, -0.0101, -0.0001, -0.0002, 0.0001, 0.0002, -0.0004, 0.0049, 0.0002, 0.0002, -0.0001, -0.0011, -0.0053, -0.0006, -0.0125, 0.0030, -0.0126, -0.1051, 0.2127, -0.1254, 0.2293, 0.0409, -0.1370, 0.2157, 0.3356, 0.3935, 0.0666, 0.3468, 0.3794, 0.0380, 0.0179, 0.0203]
}

---

Record 3
{
  "formula": "C6H12O2",
  "method": "the ωB97M-V functional and the def2-TZVPD basis",
  "smiles": "C=C(C)C.O=CCO",
  "homo_ha": -0.327,
  "e_lumo_ev": 0.222,
  "symbols": ["C", "C", "C", "C", "H", "H", "H", "H", "H", "H", "H", "H", "O", "C", "C", "O", "H", "H", "H", "H"],
  "positions_angstrom": [[-0.348305, -0.469383, 1.681875], [-0.889145, -0.752401, 0.441645], [-2.012656, 0.066822, -0.111341], [-0.597297, -2.036102, -0.267550], [0.143017, -1.271944, 2.219041], [-0.907339, 0.203788, 2.324237], [-1.861152, 0.275558, -1.171186], [-2.128466, 1.009839, 0.420676], [-2.951243, -0.489124, -0.019176], [-1.488278, -2.673544, -0.249217], [-0.349921, -1.859638, -1.315387], [0.216013, -2.584968, 0.203940], [2.345711, 2.941894, -1.649010], [2.399532, 1.936581, -0.992944], [1.143185, 1.066884, -0.661237], [1.602593, 1.084177, 0.650853], [3.357605, 1.464697, -0.719002], [0.234071, 1.639310, -0.855558], [1.216642, 0.108536, -1.190942], [0.875428, 0.339019, 1.260284]],
  "forces_ev_per_angstrom": [[-1.915, -1.301, -0.920], [-0.160, -0.213, 1.889], [0.197, 0.251, -0.145], [0.324, 0.098, -0.149], [0.464, 0.045, -0.171], [0.402, 0.490, -0.191], [-0.068, 0.005, -0.034], [0.034, -0.003, -0.012], [0.093, -0.063, -0.011], [0.015, 0.132, 0.009], [-0.019, -0.066, -0.043], [0.033, 0.028, -0.023], [0.219, 0.458, 0.553], [-0.981, -0.662, -3.087], [2.606, 1.548, -0.061], [-3.055, -3.193, 3.792], [-0.133, 0.157, 0.377], [-0.052, -0.193, -0.035], [-0.298, -0.082, 0.159], [2.296, 2.568, -1.897]],
  "mulliken_charge": [-1.1180, 1.0655, -1.4214, -1.3356, 0.3846, 0.3696, 0.3340, 0.3642, 0.4262, 0.4086, 0.3037, 0.3489, -0.4984, -0.0767, 0.0513, -0.6059, 0.3311, 0.1817, 0.1470, 0.3395]
}

---

no.,F_max (eV Å⁻¹),calculated total energy (eV)
1,2.46,-9805.7381
2,2.55,-83455.0508
3,5.82,-10508.4568